C26H62BN4O18 | ωB97M-V/def2-TZVPD

```
111
Properties=species:S:1:pos:R:3
O -2.239 0.718 -1.546
C -1.463 0.431 -0.642
O -0.318 0.986 -0.453
B 0.502 0.329 0.587
O -0.453 -0.669 1.058
C -1.592 -0.663 0.367
O -2.570 -1.468 0.516
O 1.002 1.106 1.731
C 2.283 1.011 1.746
O 3.111 1.470 2.569
C 2.735 0.149 0.551
O 1.628 -0.350 0.023
O 3.958 -0.101 0.350
C -2.562 1.952 3.208
C -3.822 0.984 3.042
C -4.581 1.118 1.649
O -5.450 0.038 1.525
C -5.875 -0.337 0.246
N -3.421 -0.393 3.222
H -2.020 1.627 4.096
H -2.796 3.016 3.247
H -1.831 1.960 2.399
H -4.483 1.283 3.855
H -3.880 1.095 0.814
H -5.260 1.971 1.653
H -6.370 0.566 -0.113
H -6.614 -1.139 0.252
H -5.000 -0.671 -0.311
H -2.601 -0.550 2.653
H -4.146 -0.948 2.791
C 3.154 4.145 -0.873
C 1.691 4.450 -0.612
C 1.507 5.357 0.665
O 0.167 5.646 0.921
C -0.364 4.556 1.754
N 1.155 5.118 -1.779
H 3.390 3.858 -1.898
H 3.516 3.304 -0.282
H 3.845 4.959 -0.653
H 1.180 3.499 -0.460
H 2.093 6.270 0.564
H 1.981 4.756 1.441
H -0.011 4.438 2.778
H -0.027 3.638 1.272
H -1.439 4.593 1.927
H 1.065 4.439 -2.520
H 0.216 5.365 -1.503
C -4.650 -5.606 -1.189
C -3.362 -5.393 -0.350
C -3.517 -5.046 1.134
O -2.306 -5.230 1.929
C -1.249 -4.272 1.706
N -2.402 -6.510 -0.449
H -4.958 -4.640 -1.589
H -5.414 -6.033 -0.540
H -4.688 -6.226 -2.084
H -2.927 -4.535 -0.862
H -4.237 -5.729 1.583
H -4.151 -4.161 1.196
H -1.504 -3.216 1.797
H -0.748 -4.366 0.743
H -0.539 -4.382 2.526
H -2.864 -7.349 -0.129
H -1.780 -6.191 0.280
C 1.126 -3.247 -1.640
C 1.779 -3.358 -3.055
C 0.856 -2.607 -4.108
O 1.493 -3.003 -5.386
C 0.907 -4.219 -5.928
N 3.118 -2.934 -3.273
H 0.897 -4.186 -1.137
H 0.150 -2.761 -1.648
H 1.690 -2.630 -0.940
H 1.742 -4.444 -3.143
H 0.814 -1.520 -4.038
H -0.155 -3.008 -4.044
H 1.409 -4.408 -6.877
H -0.114 -4.066 -6.278
H 1.134 -5.208 -5.531
H 3.318 -3.153 -4.238
H 3.038 -1.928 -3.234
C 6.106 3.192 1.581
C 6.777 4.066 0.515
O 6.920 5.337 1.026
O 4.919 3.647 2.100
H 6.697 2.972 2.470
H 5.858 2.218 1.158
H 6.100 4.097 -0.339
H 7.783 3.745 0.245
H 6.090 5.543 1.463
H 4.255 2.962 2.205
C -6.373 3.148 -2.731
C -5.206 2.175 -2.633
O -4.057 2.770 -2.296
O -7.401 2.440 -3.491
H -6.003 4.044 -3.230
H -6.765 3.488 -1.772
H -4.994 1.662 -3.571
H -5.349 1.305 -1.992
H -3.383 2.109 -2.122
H -7.530 2.973 -4.279
C 7.295 -0.872 3.379
C 5.823 -1.038 3.740
O 5.075 -1.397 2.586
O 7.888 -2.105 3.040
H 7.826 -0.366 4.186
H 7.323 -0.197 2.524
H 5.350 -0.194 4.241
H 5.833 -1.751 4.564
H 5.023 -0.754 1.875
H 7.220 -2.561 2.524
```

## Properties
ΔE to the lowest compared entry with this formula, charge and spin = 3.336 eV
multiplicity = 1
Kohn-Sham gap = 8.8 eV
charge = -1

Atomic partial charges in e from the Löwdin method, atoms 1 to 5: 0.12, -0.38, 0.25, -0.92, 0.23

=====

C26H62IrN3O3P3 | ωB97M-V/def2-TZVPD

```
98
Properties=species:S:1:pos:R:3
Ir 0.946 -0.219 -1.857
C 1.664 -0.450 -3.557
O 2.139 -0.554 -4.627
C 1.341 1.474 -1.195
O 1.585 2.520 -0.739
P -1.213 0.367 -2.765
C -2.495 1.094 -1.605
H -3.187 1.604 -2.292
C -1.067 1.703 -4.085
H -0.179 2.255 -3.724
C -2.127 -1.097 -3.444
H -2.317 -1.696 -2.539
C 3.131 -2.942 -1.167
P 2.924 -1.140 -0.775
H 3.940 -1.348 1.366
H 2.248 -3.383 -0.680
C 4.611 -0.403 -1.112
H 5.305 -1.228 -0.886
C -0.767 1.168 -5.486
H -1.613 0.601 -5.902
H 0.136 0.551 -5.518
H -0.595 2.031 -6.148
C -2.243 2.692 -4.171
H -1.982 3.476 -4.899
H -2.456 3.193 -3.220
H -3.157 2.197 -4.537
C -3.484 -0.749 -4.062
H -4.154 -0.218 -3.377
H -3.983 -1.692 -4.325
H -3.389 -0.161 -4.985
C -1.318 -1.984 -4.391
H -1.886 -2.911 -4.552
H -0.351 -2.261 -3.956
H -1.154 -1.510 -5.367
C -3.343 0.061 -0.834
H -4.340 -0.029 -1.294
H -3.509 0.395 0.203
H -2.897 -0.945 -0.810
C -1.902 2.171 -0.690
H -1.454 1.700 0.199
H -2.711 2.829 -0.341
H -1.134 2.799 -1.160
C 4.399 -3.573 -0.572
H 4.552 -3.364 0.493
H 5.295 -3.268 -1.127
H 4.309 -4.663 -0.686
C 3.043 -3.292 -2.649
H 3.859 -2.843 -3.229
C 2.352 0.043 1.772
H 2.085 -2.988 -3.083
H 3.120 -4.384 -2.742
C 2.106 -2.448 1.622
H 1.262 -0.013 1.896
H 2.809 0.142 2.769
H 2.557 0.974 1.232
C 2.876 -1.231 1.099
H 2.088 -2.416 2.719
H 2.580 -3.393 1.335
H 1.068 -2.447 1.258
C 4.947 0.769 -0.184
H 4.225 1.590 -0.298
H 5.939 1.144 -0.471
H 4.989 0.474 0.871
C 4.847 0.008 -2.568
H 4.768 -0.827 -3.277
H 5.866 0.417 -2.642
H 4.152 0.801 -2.878
H -0.474 -0.393 -0.030
H -1.644 -0.399 1.034
C 0.371 -0.580 5.122
N -0.666 -0.322 4.100
C -1.257 -1.535 3.543
P -1.327 1.189 4.173
O -0.709 -0.155 0.904
N -2.387 1.265 5.457
C -3.309 0.181 5.791
C -1.992 2.163 6.563
N -1.973 1.967 2.845
C -3.441 2.014 2.746
C -1.328 3.261 2.510
H 0.934 -1.462 4.813
H -0.070 -0.759 6.119
H 1.052 0.276 5.200
H -0.836 -1.730 2.545
H -2.355 -1.490 3.504
H -0.967 -2.370 4.201
H -3.790 -0.212 4.885
H -2.818 -0.644 6.321
H -4.087 0.574 6.450
H -2.727 2.975 6.678
H -1.013 2.599 6.301
H -1.872 1.581 7.491
H -3.912 2.281 3.704
H -3.722 2.767 2.002
H -3.830 1.046 2.408
H -1.317 3.926 3.387
H -0.301 3.073 2.175
H -1.891 3.743 1.704
```

## Properties
ΔE to the lowest compared entry with this formula, charge and spin = 0.000 eV
multiplicity = 6
Kohn-Sham gap (alpha / beta) = 7.6 / 4.6 eV
charge = +4

Atomic partial charges in e from the Löwdin method, atoms 1 to 5: 0.88, -0.37, 0.16, -0.36, 0.13

=====

C26H62NO7S | ωB97M-V/def2-TZVPD

```
97
Properties=species:S:1:pos:R:3
C -5.100 2.133 0.482
O -4.845 3.517 0.426
C -3.678 3.993 1.078
C -2.672 4.542 0.075
C -1.272 4.677 0.683
C -0.483 3.364 0.738
C 0.167 2.955 -0.588
C -0.785 2.289 -1.595
C -0.108 1.280 -2.531
C -0.463 -0.170 -2.228
C -1.928 -0.553 -2.376
S -2.727 -0.264 -3.957
O -3.327 1.193 -3.887
N -2.427 2.369 -4.620
O -2.940 3.341 -4.492
H -6.027 1.936 1.026
H -5.207 1.735 -0.533
H -4.288 1.597 0.985
H -3.231 3.193 1.681
H -3.978 4.784 1.770
H -3.022 5.515 -0.268
H -2.660 3.874 -0.786
H -1.369 5.083 1.693
H -0.694 5.417 0.123
H -1.148 2.557 1.067
H 0.296 3.438 1.497
H 0.997 2.273 -0.387
H 0.610 3.841 -1.051
H -1.583 1.802 -1.024
H -1.271 3.066 -2.188
H 0.976 1.369 -2.448
H -0.317 1.508 -3.582
H 0.145 -0.853 -2.826
H -0.217 -0.391 -1.185
H -2.081 -1.624 -2.218
H -2.594 -0.031 -1.684
H -1.624 0.007 -4.701
C 3.394 -1.513 -0.732
C 2.569 -1.118 0.479
O 1.613 -2.088 0.863
C 2.153 -3.351 1.250
C 3.107 -3.283 2.426
H 2.735 -1.791 -1.559
H 4.024 -0.681 -1.050
H 4.050 -2.360 -0.532
H 1.978 -0.227 0.248
H 3.225 -0.851 1.314
H 2.632 -3.841 0.394
H 1.282 -3.954 1.511
H 4.024 -2.744 2.187
H 3.396 -4.288 2.733
H 2.636 -2.792 3.278
C 4.726 -5.045 7.581
C 3.917 -4.972 6.298
O 4.700 -4.814 5.126
C 5.628 -5.853 4.860
C 4.992 -7.218 4.662
H 5.384 -4.179 7.669
H 4.053 -5.057 8.439
H 5.337 -5.947 7.632
H 3.272 -4.093 6.315
H 3.264 -5.848 6.212
H 6.390 -5.901 5.646
H 6.133 -5.541 3.945
H 4.534 -7.597 5.576
H 5.754 -7.936 4.355
H 4.226 -7.176 3.886
C 0.408 -7.425 -2.334
C 1.085 -6.446 -1.390
O 2.500 -6.501 -1.408
C 3.111 -6.230 -2.658
C 2.824 -4.834 -3.188
H 0.755 -8.441 -2.142
H -0.672 -7.397 -2.180
H 0.599 -7.191 -3.382
H 0.812 -6.676 -0.360
H 0.738 -5.423 -1.590
H 2.827 -6.983 -3.401
H 4.179 -6.347 -2.477
H 1.769 -4.701 -3.432
H 3.399 -4.652 -4.097
H 3.101 -4.084 -2.446
C -6.136 7.439 -1.980
C -5.231 7.912 -0.856
O -3.867 8.043 -1.227
C -3.597 8.978 -2.260
C -4.008 10.402 -1.934
H -5.760 6.506 -2.404
H -7.139 7.262 -1.592
H -6.219 8.174 -2.782
H -5.230 7.175 -0.053
H -5.608 8.849 -0.432
H -4.060 8.656 -3.201
H -2.517 8.926 -2.400
H -5.090 10.511 -1.853
H -3.669 11.071 -2.725
H -3.560 10.723 -0.993
```

## Properties
ΔE to the lowest compared entry with this formula, charge and spin = 0.000 eV
multiplicity = 1
Kohn-Sham gap = 5.6 eV
charge = +1

Atomic partial charges in e from the Löwdin method, atoms 1 to 5: -0.11, -0.19, -0.23, -0.17, -0.19

=====

Number 1: E -71460.4651 eV. Number 2: E -69241.7360 eV. Number 3: E -54612.5078 eV.